57
Properties=species:S:1:pos:R:3:forces:R:3 method="wB97M-V/def2-TZVPD" e_above_lowest_ev=2.3282 lumo_ev=-0.2 total_energy_ha=-1303.7888 spin_multiplicity=1
O 4.39460 -0.31352 -2.53484 -0.04 -0.11 0.18
O -3.21274 -0.94330 2.22093 -0.27 0.18 0.43
O 3.20135 0.05749 3.55224 -0.06 -0.11 0.10
O 1.53048 -1.11842 -1.29203 0.08 -0.39 0.54
O 0.10747 -0.86381 3.69582 0.47 0.05 0.14
O -2.74536 0.35983 -0.13995 -0.81 -1.41 0.09
O 0.31861 3.20903 3.02114 0.05 0.08 -0.13
O -1.27692 -3.01957 2.61925 -0.28 0.28 -0.20
O 0.09913 3.76020 -1.29474 -0.18 0.01 0.23
O -1.88758 2.66999 0.19245 0.27 1.12 0.49
O 1.01901 -1.30682 -4.21099 0.02 0.07 -0.17
O 2.43401 -3.50712 -3.15662 0.19 -0.27 0.24
O 2.77042 -3.15586 -0.02848 0.12 -0.31 0.42
O -1.86211 1.47431 3.10889 -0.10 -0.13 0.16
O 0.53249 1.79971 -3.55694 -0.02 -0.04 -0.26
C -3.06857 0.45072 -2.48948 0.01 0.56 0.59
C 0.76230 0.03973 0.76969 -0.02 -0.48 -0.99
C -3.69201 0.05326 -1.15461 -0.05 0.10 -1.13
C 1.12428 0.13840 -0.71280 0.17 -0.79 -0.54
H 1.97459 0.79354 -0.91626 -0.38 0.56 0.35
H 1.62940 -0.37284 1.29163 0.09 0.48 0.30
H 2.26449 -3.68246 0.60622 0.01 0.04 -0.14
H 4.81863 -1.13569 -2.80077 -0.08 0.05 -0.08
H 2.04204 -4.37443 -3.30610 0.01 0.08 -0.05
H -3.76744 0.35106 -3.31878 0.05 -0.05 0.02
H 3.47327 -0.55916 -2.36472 -0.04 -0.02 -0.04
H -4.13938 -0.84012 2.47481 0.10 -0.16 0.01
H 1.10934 2.89108 2.56429 -0.10 0.02 0.03
H 2.59509 -3.46941 -2.20156 -0.09 0.10 -0.10
H -2.83060 1.50906 -2.34180 -0.01 0.06 -0.46
H 0.41190 1.00935 1.12189 0.29 0.04 0.21
H 0.63525 2.60132 -4.08300 -0.01 -0.06 0.04
H 0.76530 -0.41271 3.14614 -0.14 0.00 0.15
H -2.16975 1.77062 -0.04830 -0.18 -0.34 0.11
H -0.65283 -0.27385 3.71368 0.07 0.25 -0.14
H 0.27637 3.02294 -1.88764 0.04 -0.10 -0.01
H 0.23105 4.12948 2.74301 0.02 -0.10 -0.04
H 0.63041 1.07644 -4.19283 0.07 0.09 0.05
H 0.85676 -0.76087 -3.43528 0.10 -0.38 0.24
H 1.53611 -2.06316 -3.86519 -0.25 0.38 -0.04
H 4.11168 -0.24663 3.47054 -0.04 0.08 -0.02
H 3.55505 -2.86915 0.45637 -0.03 -0.02 -0.14
H -1.96887 -2.33292 2.54995 0.25 -0.71 -0.12
H 1.85979 -1.73541 -0.61042 -0.13 0.39 -0.37
H -4.59965 0.66418 -1.05617 0.04 -0.08 0.30
H 2.93829 -0.19297 4.44653 -0.01 0.03 -0.08
H -2.00159 1.67545 4.04157 0.04 0.22 -0.06
H 0.27524 0.39099 -1.34692 -0.07 0.66 0.37
H -1.18834 2.12250 2.81278 0.15 -0.26 0.30
H -2.14341 2.77176 1.11542 -0.10 0.02 -0.24
H -0.04873 -0.67463 0.92477 -0.12 0.03 -0.21
H -2.12037 -0.03156 -2.71373 -0.10 -0.37 0.06
H -3.03028 -0.14856 0.64742 0.55 0.35 0.03
H -3.99816 -0.99775 -1.11855 0.23 0.01 0.08
H -0.48999 -2.48844 2.79790 -0.06 -0.05 0.23
H -0.66231 3.45470 -0.75315 0.41 0.13 -0.26
H -2.72720 -0.35598 2.82730 -0.11 0.21 -0.43